No. 1
ORCA calculation (ωB97M-V with the def2-TZVPD basis set) on 7 unconnected molecules or ions with the total composition C29H45Cl12N2O4PS3 at a distorted geometry.

Cartesian coordinates (Å):
H  0.3723  -1.3692  -3.8815
H  7.4513  2.4261  4.2339
C  -1.5411  -1.1621  2.5723
Cl  5.6848  0.3275  3.2632
O  3.6152  -0.9137  -0.3483
Cl  -2.6910  1.4756  -10.5942
C  10.4878  4.2805  1.4989
H  -0.9264  2.3329  -6.1451
O  -0.8710  -2.2980  -2.2715
C  -8.3001  -0.2376  2.6137
H  -9.0627  0.5152  2.8348
C  0.6216  1.8940  0.3659
C  -1.0547  0.1424  -2.8588
H  -6.1999  -4.2731  4.0060
C  -3.0839  2.2508  -5.8776
H  5.2116  1.1541  -0.3870
H  -0.4074  -2.1404  8.1110
H  -4.5670  -5.9692  3.4348
Cl  -0.7804  -3.2025  6.0346
C  3.2597  0.1475  -1.1079
H  -0.9245  3.5742  -9.6235
C  2.3263  0.7468  2.1232
C  -4.1601  -2.0212  3.1773
P  -4.8187  -4.6998  4.1254
H  -3.9919  2.6671  -6.3248
H  11.3416  5.1078  3.3209
H  0.5341  2.7041  -0.5039
C  -1.0440  -2.6966  3.0103
H  -1.6456  -4.9694  8.1784
H  -3.5450  0.2568  2.3342
H  6.0040  1.9237  1.5517
H  1.4041  -0.9894  3.5678
C  4.1748  1.5230  -0.8493
C  -1.5164  -3.9552  8.5689
H  0.5180  -3.6410  7.9370
Cl  -3.0220  2.7661  -4.1734
H  4.4534  2.0585  -1.8568
C  10.8370  5.4456  2.4104
C  -0.0570  -1.1576  -2.8092
H  -1.6741  1.0998  0.3404
H  -0.9971  -5.1707  -2.3015
Cl  -2.8682  4.8456  -10.0532
C  1.2269  -1.0105  -1.7978
H  -2.1069  -0.2507  -3.2580
H  -2.3718  3.0718  -12.3057
H  7.5134  1.1328  2.0366
C  1.1535  -0.2403  2.7045
C  -1.8404  2.6632  -6.6483
H  0.1131  -2.9737  2.9295
Cl  -7.7827  -2.8848  2.1083
H  -9.2442  -1.8869  3.6727
N  -3.6638  -3.4239  3.5673
S  -3.4879  -4.9851  -2.3864
Cl  9.3979  6.3792  2.8913
H  -1.8580  2.2186  -7.6476
H  -3.3984  -5.8742  -1.2728
O  -1.8096  -2.6279  -4.5716
O  2.1371  0.1039  -2.1030
C  6.9466  2.7640  3.3234
C  -0.4647  -3.1844  7.7877
H  9.8943  4.6054  0.6388
H  -1.2187  -4.0305  9.6190
H  0.8100  -0.8982  -0.6985
H  11.4038  3.8144  1.1236
Cl  9.5752  3.0092  2.3502
C  -1.7784  2.7469  -11.4455
C  -8.9158  -1.6264  2.6617
H  -3.1752  1.1605  -5.8749
C  -0.3497  -0.1544  2.0503
C  -2.1832  -3.7917  3.5015
H  3.4197  0.7106  2.5398
H  -5.3239  -1.8483  3.2357
H  1.8048  -2.0538  -1.8452
C  -0.6225  0.9548  0.8738
Cl  -7.0078  -0.0314  3.8225
H  -0.8624  2.2809  -11.8208
H  -1.7842  -4.8784  3.7672
N  1.9843  1.7093  1.0020
H  11.5039  6.1384  1.8892
H  -0.7623  4.6049  -11.0553
H  -1.2693  0.6454  -1.8240
Cl  5.5076  3.6975  3.8042
H  7.6135  3.4568  2.8021
H  -7.8800  -0.0167  1.6276
S  3.3391  2.6982  0.4030
H  -1.6765  -5.3034  -4.0681
C  -1.4292  3.9120  -10.5340
S  -4.5149  -4.9105  6.0747
H  -0.7301  0.9867  -3.6132
Cl  -3.1036  -3.1467  8.5407
C  -3.1405  -0.8090  2.6603
C  6.5974  1.5988  2.4119
Cl  -1.7407  4.4278  -6.8712
H  -9.7855  -1.6705  1.9997
C  -1.4542  -3.0857  -3.3686
C  -1.7518  -4.6930  -3.0575

Output
HOMO-LUMO gap   0.184 Eh
E   -8599.479966 hartree
Total charge   +2

Results of the Mulliken charge analysis, in e, for atoms 1 through 2:
1 H 0.36
2 H 0.41

---

No. 2
ORCA calculation (ωB97M-V with the def2-TZVPD basis set) on a molecular structure, C29H46BiP2S at a distorted geometry.

Cartesian coordinates (Å):
H  0.6525  -1.8837  3.1114
C  1.3637  3.0274  0.3474
C  1.2617  -2.6941  -2.7104
H  2.8461  1.7941  -0.6277
H  -5.5436  0.4062  0.6162
C  -3.7431  1.5634  0.6779
H  -1.6622  -1.5381  -3.3475
H  -1.2655  4.7432  -0.6771
H  -2.7306  4.1540  3.6824
H  -4.4591  1.7198  3.7094
H  -1.4833  -4.7604  -2.1949
H  -2.3634  5.7126  0.3215
H  1.9792  -2.6413  -3.5507
H  3.6946  -3.4464  3.7065
C  -3.6282  2.3485  -1.7820
H  -3.5110  1.2949  -2.0705
H  3.0019  -2.3408  -1.4187
H  -0.5083  -3.3927  -3.7036
H  0.2025  4.4814  1.4569
H  1.3524  -6.0634  -0.1262
H  3.3284  -2.8787  5.3708
H  -2.9133  2.9509  -2.3567
P  2.8874  -1.1166  3.7671
C  2.5711  2.8191  -0.3835
C  1.6587  -5.0280  0.1200
H  0.0139  -5.5332  -1.7638
C  0.2523  -3.8080  -3.0335
S  0.3247  1.7418  0.5957
C  1.7550  5.4313  0.2698
H  -1.2748  -0.0622  -4.2366
H  4.8322  -2.3575  4.5665
H  -3.4923  0.3391  3.1540
H  2.4464  0.5372  -3.6549
C  3.7793  -2.6117  4.4081
H  2.3589  -5.1429  0.9649
H  2.2630  -5.0556  -1.9747
H  1.4358  6.4416  0.5238
H  0.6368  -0.9452  4.6452
H  -2.6977  1.7337  3.9338
H  0.7849  -4.5648  -3.6324
P  0.6175  -0.8471  -2.9826
H  -0.7396  -1.6358  -4.9093
C  -3.5008  1.4315  3.2486
C  1.8304  -0.1935  -4.2007
H  1.3092  0.3247  -5.0146
H  -2.1302  5.2661  2.4332
C  2.8478  5.2249  -0.5864
C  -0.9033  -1.0630  -3.9855
C  1.0508  4.3449  0.7814
C  1.1599  -1.7223  4.0772
H  -1.1256  3.9080  2.9817
H  -4.6440  2.6610  -2.0713
H  3.4854  -4.5029  -0.8772
C  -2.7522  3.3602  1.7065
H  2.4739  -0.9791  -4.6180
H  1.1686  -2.6582  4.6546
C  2.8492  -1.3846  1.9875
H  -4.3073  -0.0948  -0.5418
C  2.4099  -4.4213  -1.0943
H  3.3354  6.0765  -1.0713
C  2.0971  -2.9629  -1.4465
H  -2.9134  5.0826  -1.2466
H  4.2226  3.7526  -1.4017
C  -2.8107  3.6331  0.3104
H  -4.1216  -0.4714  1.1852
C  -3.3263  2.0823  1.9302
C  0.4534  -4.2101  0.5238
C  -0.4471  -4.5418  -1.8901
H  2.8967  -0.4880  1.3498
H  3.4956  -2.1932  1.6194
H  0.0818  -4.3537  1.5421
C  -3.3964  2.5083  -0.3304
H  -1.5580  -3.6558  -0.1987
C  3.3019  3.9089  -0.8323
C  -2.1559  4.2175  2.7490
C  -4.4584  0.2889  0.4720
C  -0.5337  -3.8728  -0.5266
C  -2.3127  4.8525  -0.3581
Bi  0.6431  -2.0468  -0.0722

Output
HOMO-LUMO gap (spin up / spin down)   0.122 / 0.125 Eh
E   -2427.606339 hartree
Total charge   +1
Relative energy (zero: lowest compared OMol25 entry of this formula, charge and spin)   0.000 eV

Results of the Mulliken charge analysis, in e, for atoms 1 through 2:
1 H -0.04
2 C 0.40

---

No. 3
ORCA calculation (ωB97M-V with the def2-TZVPD basis set) on 11 unconnected molecules or ions with the total composition C29H46Br2Cl20O2S at a distorted geometry.

Cartesian coordinates (Å):
H  -2.0838  1.0636  -5.2133
H  -3.9129  0.6240  -1.2174
C  -1.1857  -1.5410  0.2722
C  2.7783  -1.5658  -0.5660
H  0.9901  -9.8310  1.8516
H  -5.7656  9.4756  -1.3188
H  -3.4905  -0.3500  -6.8030
H  -2.4722  2.3036  4.9511
Cl  -3.5687  9.4267  -0.5023
Cl  0.5417  -6.3367  3.9811
C  1.3620  -1.8019  -0.9494
H  -4.3847  -0.9883  -5.4124
C  3.1879  -0.2411  0.3269
C  4.3718  3.4057  1.2013
H  5.9759  0.7888  -4.5117
H  3.1854  5.2187  1.4043
H  -4.5955  9.9324  -2.5685
H  1.5820  2.5470  -1.1568
Cl  3.0829  2.3394  1.8122
H  8.1270  -4.8334  -6.8356
C  -1.5723  1.2938  -0.5849
H  -0.1024  -10.9048  3.8905
H  0.3801  -3.5970  3.0133
H  6.4823  -4.5185  -6.2564
Cl  -1.8114  0.3217  2.9253
C  6.8081  -4.0809  -8.3632
C  -0.1270  0.5666  -1.0152
C  -4.5025  2.3919  7.9881
Cl  -3.0882  0.5437  6.5345
C  -5.3743  4.3856  1.2521
Cl  -6.3029  5.2757  0.0205
C  -2.8874  0.2745  -0.7706
Cl  -3.3882  7.3667  -3.2226
C  -3.0854  0.6994  -4.9660
Cl  -5.4214  1.9753  -0.0581
H  -6.0823  3.9571  1.9678
H  4.3637  -0.1235  -6.2646
Cl  -2.6929  3.6221  3.0038
H  -3.8043  1.4869  -5.2133
H  -3.8363  2.8858  1.4095
Br  4.1568  -2.9259  -1.1694
C  -1.7642  2.7321  4.2355
Cl  -3.2687  2.6037  9.2548
C  -0.8716  1.6644  3.6222
H  5.7285  -1.1998  -5.9203
Cl  -3.1684  0.4629  -3.2028
C  -4.8483  7.7883  -2.2941
Cl  -2.1801  -1.8266  -5.5389
C  -4.8025  9.2148  -1.7690
H  5.0478  3.5972  2.0406
H  -3.8432  3.7302  -0.1486
Cl  2.6101  -3.6234  3.7917
O  -1.6754  2.5617  -0.1679
C  -4.4817  3.3179  0.6388
C  5.1935  0.0660  -4.2616
H  3.7462  0.5394  -0.3812
H  -5.4656  2.6526  8.4383
C  0.8421  -3.6094  4.0050
C  -4.5483  0.9653  7.4630
Cl  5.2969  -3.1548  -8.5375
O  -1.0050  -2.2490  1.3924
H  0.5920  -2.6702  4.5086
C  0.9640  -11.0198  3.6744
C  1.4521  -9.8434  2.8433
H  5.5649  -0.5724  -3.4539
H  -4.2955  3.1095  7.1886
C  7.2738  -4.1526  -6.9173
H  4.9288  2.8603  0.4336
H  -4.7615  5.1232  1.7800
H  -4.9552  7.0631  -1.4815
H  -5.6993  7.6690  -2.9715
C  -3.4260  -0.5690  -5.7328
H  -0.2263  1.2322  4.3928
H  4.0179  -0.6068  1.1002
H  -1.1515  3.4697  4.7633
H  -5.3993  0.8460  6.7857
H  -3.5102  -2.0029  -0.4747
C  -2.6908  -1.1772  -0.3637
H  -0.2332  2.0766  2.8348
S  1.2159  1.4671  -2.0195
C  4.8279  -0.7464  -5.4942
Cl  7.8179  -2.5709  -6.3060
Cl  2.8825  4.5020  -0.8258
H  -4.6552  0.2401  8.2756
H  1.4991  -11.0899  4.6264
Br  0.9792  -3.4746  -2.0507
H  1.2020  -8.9042  3.3468
C  3.8254  4.7214  0.6690
H  -0.7124  -4.6708  5.0523
H  4.6521  5.3955  0.4254
H  7.5641  -3.6216  -9.0076
H  6.6066  -5.0885  -8.7390
C  0.0701  -0.8612  -0.6012
Cl  3.2201  -9.8574  2.6299
H  2.2633  0.2522  0.8896
H  0.8891  -4.8559  5.7882
Cl  3.8111  0.9991  -3.6373
C  0.3540  -4.7858  4.8361
Cl  3.7112  -2.0806  -5.1142
Cl  1.1517  -12.5707  2.8193

Output
HOMO-LUMO gap   0.271 Eh
E   -16032.825822 hartree
Total charge   0
SMILES   C/C(Br)=C(/Br)C1=C(S)C(=O)C=CC1=O.ClCCCl.ClCCCl.ClCCCl.ClCCCl.ClCCCl.ClCCCl.ClCCCl.ClCCCl.ClCCCl.ClCCCl

Results of the Mulliken charge analysis, in e, for atoms 1 through 2:
1 H 0.30
2 H 0.59

---

No. 4
ORCA calculation (ωB97M-V with the def2-TZVPD basis set) on a molecular structure, C29H46CeP2Se at a distorted geometry.

Cartesian coordinates (Å):
H  -2.6814  -0.0722  -0.1986
H  4.9111  -4.7514  -1.2261
C  5.1603  0.7075  -4.3392
C  1.6495  -2.9884  -3.2717
H  -0.1424  -4.2225  -2.7545
H  5.6555  1.1163  -3.4472
C  2.8122  -4.2711  -0.7740
H  2.4460  -3.4744  -3.8808
H  1.2135  4.3686  1.1364
C  -4.0503  0.4158  -2.3319
H  1.8046  -0.9461  -2.5690
H  0.9821  -5.4741  -0.9078
C  0.9021  -4.0173  -2.4393
H  2.8349  -0.6050  0.8560
P  2.2317  2.8484  -2.4404
H  -3.1214  1.0171  1.1255
H  -5.4356  -1.1744  -1.8725
C  1.6633  3.4156  1.4386
C  2.7830  -0.2882  -5.6060
H  1.8150  2.2915  -4.7946
H  -3.4665  -0.1478  -3.0633
H  1.7379  3.4140  2.5384
H  -5.9376  2.4787  0.3720
C  -0.6023  2.1920  1.0158
C  2.7384  0.4821  0.8212
C  -5.1384  -0.1481  -1.6577
C  -4.3702  2.4792  -1.0876
C  4.0756  -4.1988  -1.7002
H  1.9671  0.2747  -6.0756
H  -2.2798  2.9809  2.0779
H  -0.0253  -1.7677  -0.5303
H  -0.6444  -1.8621  1.1390
C  3.7504  -1.7967  -2.2480
H  4.6735  2.9587  -2.3730
C  3.8817  2.8167  -1.6292
C  2.7072  2.2663  -4.1467
H  4.0659  1.8559  -1.1337
C  -3.6548  1.7458  -2.0571
H  3.6203  -0.3955  -6.3120
C  1.9608  4.6121  -2.8345
H  3.3165  0.8185  -0.0418
H  2.0709  5.2255  -1.9334
H  2.3966  -1.2770  -5.3180
C  -5.4323  1.8977  -0.4028
C  0.1607  -1.4622  0.5080
H  -6.7215  0.1638  -0.2000
C  -5.8538  0.5981  -0.7054
C  -2.3904  0.2727  0.8039
H  1.1105  -1.8930  0.8353
H  0.9425  4.7571  -3.2128
H  -2.4713  -0.5810  1.4857
Se  -2.1894  2.5913  -2.8748
H  5.6812  -2.6980  -1.9646
H  2.6747  3.3878  1.0202
H  3.9380  3.5973  -0.8543
H  -4.0446  3.5005  -0.8806
C  0.8352  2.2425  1.0142
C  -1.5325  3.3100  1.3444
H  3.0189  -5.0622  -0.0412
C  2.2500  -1.9142  -2.2994
C  -1.0065  0.8229  0.8047
H  3.5249  2.9035  -4.5179
C  1.3183  0.9040  0.7606
C  1.4864  -4.6312  -1.4062
H  1.8672  -2.1664  -1.3041
H  3.8200  -4.7086  -2.6438
H  5.3624  1.3416  -5.2165
C  4.5826  -2.8128  -1.9861
H  -0.9841  4.1650  1.7512
H  5.5738  -0.2930  -4.5261
H  2.7634  -3.3428  -0.1806
Ce  0.1301  1.5554  -1.3213
C  0.1729  0.0233  0.6366
H  -2.0891  3.6560  0.4647
H  0.9399  -2.5216  -3.9915
H  3.2260  0.9182  1.7003
H  2.6833  4.9143  -3.6027
P  3.2905  0.5352  -4.0300
H  4.1773  -0.7611  -2.4656

Output
HOMO-LUMO gap (spin up / spin down)   0.196 / 0.198 Eh
E   -4691.203138 hartree
Total charge   +2
Relative energy (zero: lowest compared OMol25 entry of this formula, charge and spin)   1.755 eV

Results of the Mulliken charge analysis, in e, for atoms 1 through 2:
1 H 0.14
2 H 0.44

---

No. 5
ORCA calculation (ωB97M-V with the def2-TZVPD basis set) on 15 unconnected molecules or ions with the total composition C29H46Cl42N3O4 at a distorted geometry.

Cartesian coordinates (Å):
Cl  -3.1026  -7.2170  -7.3834
H  -1.7340  6.3837  -0.6649
C  -0.8352  3.4963  -5.1790
Cl  9.6025  0.5243  -2.0792
H  4.2621  -0.1479  -0.6986
O  4.3658  3.0030  0.1791
Cl  -2.3609  -5.1144  -4.0343
C  -7.2888  -10.4899  -5.6036
H  0.9555  3.8315  -0.4006
C  -3.0683  4.3246  3.8040
Cl  -7.4593  -4.5766  1.2579
C  10.5922  -3.9552  -2.7562
H  -4.1331  1.0630  -5.2919
H  4.5835  0.8825  -2.0792
Cl  -4.7298  -7.4739  -4.9942
N  0.9027  4.2963  2.6420
C  -2.7966  1.0247  0.0224
C  -0.4436  1.5630  0.9463
H  -0.9379  -0.8192  1.1955
Cl  -0.5744  3.1630  -6.8845
H  -3.8184  4.5772  4.5683
Cl  2.4052  1.9369  5.1543
Cl  -5.5989  -5.7451  -7.1565
H  -2.2862  1.4640  2.0814
H  -3.8507  -2.9031  6.4865
O  -1.6855  -0.4166  1.6622
C  3.7414  4.2432  0.1357
H  -4.7705  3.9237  2.4680
Cl  -5.1472  -2.0942  1.7844
Cl  7.3420  4.0077  2.6198
H  -6.9748  -6.3187  -0.2188
C  -6.5021  -1.0883  1.2805
Cl  -3.2735  -1.9385  4.4333
Cl  -6.3944  -0.7819  -0.4562
N  2.9286  4.5039  1.3521
O  -1.1774  3.6961  -0.0674
H  -7.8436  -11.3282  -6.0048
C  -2.7532  6.3191  -0.2438
Cl  9.8564  -2.7354  -3.8102
H  8.6565  -0.8127  -3.7457
C  -4.4153  -2.4884  5.6614
H  3.1099  4.4041  -0.7523
Cl  11.8996  -4.2237  1.7576
C  8.3330  4.5242  3.9925
H  0.8296  -5.0267  0.6639
H  -1.0641  4.7302  2.2541
Cl  7.1046  0.9266  -3.5039
H  -0.1160  1.1978  -0.0425
H  -3.6200  1.7314  0.2430
Cl  -5.0748  -6.2414  1.1475
Cl  -5.7350  -4.5386  -1.1029
H  3.0572  1.4175  0.4101
Cl  -7.2746  -10.6271  -3.8459
C  4.6272  0.8553  -0.9785
H  5.6578  0.9962  -0.6278
H  -2.1282  3.5745  0.0688
C  1.3606  -4.2109  1.1399
C  1.6671  4.1172  1.5047
Cl  -8.0911  -9.0016  -6.1132
H  -2.3427  5.1614  3.7839
C  -1.8292  0.9304  1.2372
H  3.3641  5.0227  2.1054
C  3.6531  1.8910  -0.3939
Cl  3.0181  -4.1998  0.5433
C  -6.3862  -5.5214  0.2161
H  -3.2586  5.4756  -0.7470
Cl  -5.4657  -3.7579  5.0291
H  -3.9843  6.4296  2.6512
H  -0.6517  1.8800  3.4377
C  -0.4308  3.1003  0.9719
Cl  0.6966  3.4681  -4.2921
H  -0.2168  3.2330  4.4568
Cl  5.2637  1.8919  4.6640
C  8.2616  -0.2667  -2.9001
H  -4.6854  5.8314  1.1047
H  9.6852  -4.6917  2.3486
H  -3.1970  3.6295  1.7251
C  -2.3495  3.0065  4.1081
Cl  1.3162  -4.4556  2.8826
Cl  10.4851  -5.5557  -3.4858
H  -2.9468  2.1535  3.7461
Cl  0.5357  -2.7061  0.7002
C  -0.5003  3.7941  2.4007
H  -2.3042  1.3651  -0.8975
Cl  -1.6185  -7.1727  -2.1227
Cl  -5.6472  -10.5574  -6.2494
Cl  7.4655  -1.4195  -1.8229
N  0.9725  3.4327  0.5358
Cl  -5.5255  0.8312  -7.1557
H  4.5242  5.0154  0.1398
C  -5.1888  0.8665  -5.4269
Cl  10.0277  4.1740  3.6849
C  3.6813  1.4763  4.0149
Cl  -6.5366  0.4204  2.1973
H  -3.2683  0.0370  -0.1231
H  -7.4271  -1.6150  1.4797
Cl  -6.0918  2.1615  -4.6361
C  -2.5330  -5.6849  -2.3788
Cl  -5.5317  -0.6941  -4.6810
C  -0.8837  2.9394  3.6330
H  -2.3250  2.8899  5.2061
H  -5.2769  -8.0634  -7.1894
C  -3.7391  4.3167  2.3986
C  -3.8431  5.7322  1.8045
Cl  -5.3686  -1.1336  6.2744
Cl  10.1310  -6.2460  0.6540
H  2.9351  2.2230  -1.1657
H  -3.5805  -5.8967  -2.2022
C  -4.7464  -7.2342  -6.7412
H  8.2220  5.5953  4.1027
Cl  -1.9778  2.3453  -4.4781
Cl  9.4661  -3.4360  0.3828
H  0.9412  5.2472  3.0038
H  10.0382  -3.9622  -1.8220
H  3.5371  2.0298  3.0958
Cl  -2.0364  -4.4367  -1.2332
C  10.2289  -4.6582  1.4132
H  -1.2578  4.4885  -5.0860
O  -2.6172  6.1071  1.1578
Cl  7.7956  3.7623  5.4916
Cl  12.2632  -3.5371  -2.3947
H  -3.2621  7.2740  -0.4447
Cl  3.5779  -0.2419  3.6293
H  0.2887  1.1787  1.6780

Output
HOMO-LUMO gap   0.356 Eh
E   -20925.571943 hartree
Total charge   +1

Results of the Mulliken charge analysis, in e, for atoms 1 through 2:
1 Cl -0.12
2 H 0.19

---

- Number 1 is which compound?
  C29H45Cl12N2O4PS3

---

- Among the records above, which one has the lowest E?
  C29H46Cl42N3O4